[1]
DFT (ωB97M-V with the def2-TZVPD basis set) results for a single C4H5F3O5S2 molecule.

CARTESIAN COORDINATES (ANGSTROEM)
1 C -1.845 -1.606 -0.927
2 C -0.593 -1.466 -0.572
3 S -0.142 -1.659 1.101
4 O 1.210 -2.102 1.164
5 O -1.060 -2.330 1.949
6 O -0.217 -0.100 1.643
7 S 0.129 1.297 1.048
8 O 0.822 2.145 1.949
9 O -1.406 2.039 0.926
10 C 0.452 1.113 -0.576
11 C 1.779 0.838 -0.976
12 F 2.426 1.645 -1.871
13 F 2.637 0.762 0.095
14 F 1.912 -0.401 -1.602
15 H -2.248 -1.469 -1.985
16 H -2.551 -2.229 -0.384
17 H 0.088 -0.921 -1.163
18 H -1.185 2.768 1.309
19 H -0.208 1.678 -1.129

Relative energy (zero: lowest compared OMol25 entry of this formula, charge and spin) in kJ/mol: 328.8
LUMO energy in eV: -0.3
Structure (SMILES): C=CS(=O)(=O)O[S@](=O)(O)=CC(F)(F)F
Maximum force in hartree/bohr: 0.1916

Atomic partial charges in e from the natural (NBO) method, atoms 1 to 6: atom 1 (C): -0.28, atom 2 (C): -0.53, atom 3 (S): 2.36, atom 4 (O): -0.87, atom 5 (O): -0.87, atom 6 (O): -0.91


[2]
DFT (ωB97M-V with the def2-TZVPD basis set) results for a molecular structure, C4H5F5OS.

CARTESIAN COORDINATES (ANGSTROEM)
1 C -0.612 0.914 -0.318
2 C -0.565 -0.425 0.385
3 C 0.095 2.464 3.002
4 C 0.559 1.031 2.957
5 O -1.150 -1.650 2.743
6 F 0.509 3.049 1.838
7 F 0.646 3.229 3.994
8 F -1.256 2.635 3.188
9 F 1.623 0.956 2.148
10 F 0.904 0.662 4.247
11 S -1.280 -0.321 2.097
12 H -0.455 0.689 -1.447
13 H -1.574 1.537 -0.212
14 H 0.331 1.469 0.007
15 H 0.561 -0.554 0.428
16 H -1.201 -1.268 -0.125

2S+1: 3
LUMO energy (spin up / spin down) in eV: 0.7 / -2.8
Maximum force in hartree/bohr: 0.0853
Expectation value of S²: 2.0081

Atomic partial charges in e from the natural (NBO) method, atoms 1 to 6: atom 1 (C): -0.65, atom 2 (C): -0.63, atom 3 (C): 0.86, atom 4 (C): 0.59, atom 5 (O): -0.72, atom 6 (F): -0.31


[3]
DFT (ωB97M-V with the def2-TZVPD basis set) results for 2 unconnected molecules or ions with the total composition C4H5FN2.

CARTESIAN COORDINATES (ANGSTROEM)
1 C -1.742 -1.061 -0.132
2 C -2.093 0.193 0.292
3 C 0.069 0.043 0.110
4 C 3.234 0.455 -0.583
5 N -0.396 -1.134 -0.198
6 N -0.922 0.871 0.431
7 F 3.795 -0.195 0.357
8 H -2.469 -1.853 -0.043
9 H -3.066 0.526 0.670
10 H 1.100 0.419 0.270
11 H 3.299 -0.086 -1.618
12 H -0.808 1.821 0.443

Relative energy (zero: lowest compared OMol25 entry of this formula, charge and spin) in kJ/mol: 445.3
LUMO energy in eV: -0.4
Maximum force in hartree/bohr: 0.0526

Atomic partial charges in e from the natural (NBO) method, atoms 1 to 6: atom 1 (C): -0.10, atom 2 (C): -0.12, atom 3 (C): 0.16, atom 4 (C): 0.26, atom 5 (N): -0.47, atom 6 (N): -0.51


[4]
DFT (ωB97M-V with the def2-TZVPD basis set) results for a single C4H5FN2S molecule.

CARTESIAN COORDINATES (ANGSTROEM)
1 C -1.201 -1.841 0.123
2 N -0.361 -0.652 0.126
3 C 0.985 -0.551 -0.007
4 C 1.237 0.812 -0.179
5 F 2.390 1.526 -0.273
6 C -0.041 1.468 -0.166
7 S -0.344 3.214 -0.281
8 N -0.960 0.554 0.055
9 H -2.011 -1.800 -0.665
10 H -0.604 -2.726 0.016
11 H -1.681 -1.982 1.086
12 H 1.598 -1.381 0.089
13 H 0.994 3.359 0.076

Relative energy (zero: lowest compared OMol25 entry of this formula, charge and spin) in kJ/mol: 129.4
LUMO energy in eV: 0.8
Structure (SMILES): Cn1cc(F)c(S)n1
Maximum force in hartree/bohr: 0.0490

Atomic partial charges in e from the natural (NBO) method, atoms 1 to 6: atom 1 (C): -0.40, atom 2 (N): -0.15, atom 3 (C): -0.11, atom 4 (C): 0.27, atom 5 (F): -0.32, atom 6 (C): -0.07


[5]
DFT (ωB97M-V with the def2-TZVPD basis set) results for a single C4H5FO molecule.

CARTESIAN COORDINATES (ANGSTROEM)
1 C -0.366 -1.721 -0.161
2 C 0.395 -0.595 -0.311
3 F 1.659 -0.741 -0.697
4 C 0.015 0.797 -0.109
5 C -0.566 1.134 1.195
6 O -1.313 1.149 -0.025
7 H 0.299 -2.515 -0.373
8 H -1.456 -1.797 -0.035
9 H 0.817 1.596 -0.527
10 H -0.722 0.335 1.985
11 H -0.234 2.165 1.739

Relative energy (zero: lowest compared OMol25 entry of this formula, charge and spin) in kJ/mol: 193.8
LUMO energy in eV: 1.0
Structure (SMILES): C=C(F)[C@@H]1CO1
Maximum force in hartree/bohr: 0.0781

Atomic partial charges in e from the natural (NBO) method, atoms 1 to 6: atom 1 (C): -0.52, atom 2 (C): 0.39, atom 3 (F): -0.32, atom 4 (C): -0.02, atom 5 (C): -0.10, atom 6 (O): -0.45


[6]
DFT (ωB97M-V with the def2-TZVPD basis set) results for 2 unconnected molecules or ions with the total composition C4H5FO.

CARTESIAN COORDINATES (ANGSTROEM)
1 C 2.356 1.070 0.655
2 C 1.766 0.171 -0.084
3 C -1.482 0.302 -0.507
4 C -2.009 -1.015 -0.192
5 O -1.839 1.392 -0.767
6 F 2.373 -0.799 -0.784
7 H 3.437 1.126 0.779
8 H 1.773 1.807 1.178
9 H -3.054 -1.124 -0.498
10 H -1.920 -1.144 0.885
11 H -1.400 -1.785 -0.664

Relative energy (zero: lowest compared OMol25 entry of this formula, charge and spin) in kJ/mol: 397.4
LUMO energy (spin up / spin down) in eV: 0.4 / -0.5
Maximum force in hartree/bohr: 0.0440

Atomic partial charges in e from the natural (NBO) method, atoms 1 to 6: atom 1 (C): -0.64, atom 2 (C): 0.44, atom 3 (C): 0.57, atom 4 (C): -0.77, atom 5 (O): -0.47, atom 6 (F): -0.34


[7]
DFT (ωB97M-V with the def2-TZVPD basis set) results for a molecular structure, C4H5FO.

CARTESIAN COORDINATES (ANGSTROEM)
1 C -1.278 -0.440 1.534
2 C -0.150 -0.097 0.613
3 C 0.505 0.269 -0.498
4 C 1.365 0.861 -1.610
5 H -0.661 -2.054 0.905
6 H -2.120 -0.040 0.860
7 H -1.388 0.242 2.301
8 H 0.847 1.971 -2.220
9 H 2.687 1.287 -1.023
10 O -1.386 -1.923 1.903
11 F 1.579 -0.077 -2.765

Relative energy (zero: lowest compared OMol25 entry of this formula, charge and spin) in kJ/mol: 673.9
LUMO energy in eV: -0.1
Maximum force in hartree/bohr: 0.1713

Atomic partial charges in e from the natural (NBO) method, atoms 1 to 6: atom 1 (C): -0.17, atom 2 (C): -0.04, atom 3 (C): -0.07, atom 4 (C): -0.04, atom 5 (H): 0.48, atom 6 (H): 0.21


[8]
DFT (ωB97M-V with the def2-TZVPD basis set) results for a single C4H5FO2 molecule.

CARTESIAN COORDINATES (ANGSTROEM)
1 F 2.686 -0.026 -0.572
2 C 1.807 0.060 0.361
3 C 0.295 0.789 0.241
4 O -0.928 1.163 -0.378
5 C -1.743 -0.073 -0.282
6 O -0.844 -1.168 0.124
7 C 0.499 -0.580 -0.208
8 H 2.210 0.063 1.322
9 H 0.209 0.744 1.297
10 H -2.333 -0.349 -1.120
11 H -2.507 0.065 0.486
12 H 0.649 -0.687 -1.271

Relative energy (zero: lowest compared OMol25 entry of this formula, charge and spin) in kJ/mol: 585.0
LUMO energy in eV: 0.8
Structure (SMILES): FC1[C@H]2OCO[C@H]12
Maximum force in hartree/bohr: 0.0879

Atomic partial charges in e from the natural (NBO) method, atoms 1 to 6: atom 1 (F): -0.30, atom 2 (C): 0.31, atom 3 (C): 0.00, atom 4 (O): -0.51, atom 5 (C): 0.22, atom 6 (O): -0.54


The records above yield electronic energy values of -1627.40424, -1128.00480, -364.63374, -762.93978, -330.41392, -330.33639, -330.23106, -405.54431 Ha, respectively.